{"formula": "C43H77FeN10O", "method": "ωB97M-V/def2-TZVPD", "species": ["Fe", "C", "C", "C", "O", "H", "H", "H", "H", "H", "H", "H", "C", "C", "C", "C", "N", "H", "H", "H", "H", "H", "H", "H", "C", "C", "C", "C", "N", "H", "H", "H", "H", "H", "H", "H", "C", "C", "C", "C", "N", "H", "H", "H", "H", "H", "H", "H", "C", "C", "C", "C", "N", "H", "H", "H", "H", "H", "H", "H", "C", "C", "C", "C", "N", "H", "H", "H", "H", "H", "H", "H", "C", "C", "C", "C", "N", "H", "H", "H", "H", "H", "H", "H", "C", "C", "C", "C", "N", "H", "H", "H", "H", "H", "H", "H", "C", "C", "C", "C", "N", "H", "H", "H", "H", "H", "H", "H", "C", "C", "C", "C", "N", "H", "H", "H", "H", "H", "H", "H", "C", "C", "C", "C", "N", "H", "H", "H", "H", "H", "H", "H"], "xyz": [[-3.3931, -33.9612, 2.3397], [-5.8439, -37.4853, 2.8735], [-4.4130, -37.0622, 2.6876], [-3.6872, -37.7858, 1.4991], [-4.2655, -35.7165, 2.5402], [-5.9541, -38.5681, 2.9799], [-6.4042, -37.2778, 1.9581], [-6.2217, -37.0540, 3.8030], [-3.8094, -37.3824, 3.5650], [-4.2205, -37.5832, 0.5684], [-3.7280, -38.8704, 1.5967], [-2.6463, -37.4714, 1.4456], [-7.2141, -40.1523, 5.5406], [-8.6035, -39.7482, 6.0273], [-8.9686, -40.0855, 7.4941], [-7.8787, -40.0570, 8.4704], [-6.9890, -40.0688, 9.1983], [-7.0729, -41.2255, 5.6764], [-6.4141, -39.6106, 6.0467], [-7.1010, -39.9583, 4.4729], [-9.3512, -40.1905, 5.3695], [-8.7111, -38.6714, 5.8597], [-9.3196, -41.1194, 7.5559], [-9.7137, -39.4601, 7.9909], [-6.7197, -43.4435, 0.2051], [-5.5234, -44.1890, 0.7335], [-4.3744, -43.2556, 1.1242], [-4.7255, -42.0426, 1.8672], [-4.9896, -41.0923, 2.4508], [-7.1947, -42.8484, 0.9989], [-7.5802, -44.0371, -0.1027], [-6.4448, -42.6987, -0.5489], [-5.1395, -44.8411, -0.0525], [-5.8379, -44.8113, 1.5711], [-3.8183, -42.9573, 0.2337], [-3.6313, -43.7920, 1.7145], [-4.2299, -37.0126, -2.5473], [-3.1533, -35.9718, -2.7934], [-3.5012, -34.5494, -2.3139], [-3.4000, -34.3526, -0.8717], [-3.3366, -34.1430, 0.2531], [-3.9113, -37.9463, -3.0061], [-5.1996, -36.6834, -2.9178], [-4.3718, -37.2282, -1.4837], [-3.0333, -35.8677, -3.8756], [-2.1604, -36.3147, -2.4948], [-4.5412, -34.3538, -2.5811], [-2.7904, -33.8369, -2.7366], [-7.9789, -36.4708, 7.7580], [-6.5595, -36.8696, 7.3051], [-5.6133, -35.7150, 6.9836], [-6.2237, -34.7866, 6.0250], [-6.6822, -34.0239, 5.3054], [-8.6212, -37.3485, 7.7584], [-8.4365, -35.7346, 7.0953], [-7.9809, -36.0662, 8.7707], [-6.7782, -37.4315, 6.3915], [-6.1162, -37.5651, 8.0165], [-4.7486, -36.1173, 6.4536], [-5.3196, -35.0848, 7.8243], [-9.9652, -36.1634, 4.3735], [-10.3183, -34.6832, 4.3702], [-11.8285, -34.4338, 4.5740], [-12.6486, -35.0954, 3.5585], [-13.2919, -35.6296, 2.7730], [-10.0384, -36.5621, 5.3895], [-8.8966, -36.3034, 4.1755], [-10.5809, -36.7251, 3.6751], [-10.0424, -34.2381, 3.4137], [-9.8268, -34.0829, 5.1355], [-12.0075, -33.3599, 4.5157], [-12.1366, -34.7703, 5.5641], [-0.7993, -39.6841, 2.4063], [0.2361, -40.5322, 3.1505], [0.7532, -41.7402, 2.3487], [-0.3783, -42.6074, 1.9802], [-1.2845, -43.2375, 1.6707], [-0.4600, -39.4366, 1.3971], [-0.9749, -38.7430, 2.9304], [-1.7548, -40.2036, 2.3060], [-0.1738, -40.9526, 4.0733], [1.0688, -39.9524, 3.5513], [1.4134, -42.3644, 2.9490], [1.2579, -41.4192, 1.4381], [-2.7427, -37.6694, 7.5949], [-3.2000, -38.4802, 6.3688], [-2.0845, -39.1720, 5.5935], [-1.2130, -40.0639, 6.3450], [-0.5636, -40.7514, 6.9913], [-2.1920, -36.8446, 7.1301], [-2.0734, -38.1767, 8.2860], [-3.5872, -37.3043, 8.1734], [-3.7097, -37.7935, 5.6851], [-3.9513, -39.2006, 6.6990], [-1.4612, -38.4232, 5.0934], [-2.5082, -39.7488, 4.7649], [-9.9342, -35.3066, -0.7864], [-9.6326, -35.7995, 0.6237], [-8.4457, -35.0920, 1.3064], [-7.3375, -34.8398, 0.3819], [-6.4460, -34.6903, -0.3282], [-10.1973, -34.2453, -0.8028], [-10.7841, -35.8520, -1.1920], [-9.0869, -35.4345, -1.4601], [-9.3599, -36.8507, 0.4928], [-10.5135, -35.7910, 1.2640], [-7.9753, -35.6899, 2.0921], [-8.7638, -34.1583, 1.7692], [-2.5581, -40.8046, -1.1640], [-2.9560, -41.1013, -2.6189], [-4.3043, -41.8504, -2.6588], [-5.3847, -41.0109, -2.0913], [-6.2094, -40.3618, -1.6187], [-2.6221, -41.7191, -0.5659], [-3.1203, -40.0398, -0.6310], [-1.4920, -40.5576, -1.1702], [-2.2218, -41.7260, -3.1211], [-3.0348, -40.1460, -3.1377], [-4.2786, -42.7922, -2.1178], [-4.5656, -41.9795, -3.7107], [-9.0950, -38.8416, 2.4287], [-8.3333, -39.6601, 1.4137], [-9.1895, -40.4553, 0.4384], [-10.0653, -39.6494, -0.4088], [-10.7228, -39.0109, -1.0998], [-9.6989, -39.4391, 3.1142], [-9.8271, -38.1537, 2.0008], [-8.3579, -38.2282, 2.9494], [-7.5978, -40.3389, 1.8531], [-7.7109, -38.9958, 0.7992], [-9.8497, -41.1501, 0.9727], [-8.5926, -41.1220, -0.1807]], "atomic_forces_ev_per_a": [[-0.820, -1.247, -1.648], [0.102, -0.489, -0.134], [-0.912, -0.081, 0.089], [0.596, -0.363, -0.829], [0.421, 0.284, 0.440], [0.552, -0.066, 0.052], [-0.228, 0.503, 0.294], [-0.391, 0.344, -0.340], [0.501, 0.025, -0.012], [-0.065, 0.481, 0.193], [-0.137, 0.006, 0.711], [-0.033, 0.029, -0.099], [-0.173, -0.390, 0.132], [-0.056, 0.851, -0.012], [0.281, -0.644, 0.481], [0.843, 0.021, -0.369], [-0.112, 0.179, -0.064], [0.241, 0.022, 0.062], [-0.026, -0.139, 0.204], [-0.172, 0.010, -0.037], [-0.081, -0.157, 0.176], [-0.063, 0.031, 0.155], [-0.257, 0.080, -0.120], [-0.424, 0.060, -0.729], [-0.957, 1.110, 0.445], [-0.343, -0.062, -0.118], [0.351, -0.366, 0.119], [-0.008, -0.609, -0.361], [-0.009, 0.628, 0.213], [0.389, 0.088, 0.166], [0.460, -0.411, -0.488], [-0.169, -0.388, -0.139], [0.083, -0.165, 0.181], [0.223, -0.040, 0.044], [-0.191, 0.139, 0.076], [-0.030, 0.043, 0.064], [0.179, 0.021, 0.607], [0.185, -0.127, -0.785], [0.379, -0.503, 0.513], [-0.384, -0.059, -0.526], [0.393, 0.343, 1.594], [-0.293, -0.019, -0.149], [0.034, -0.165, -0.214], [0.040, 0.076, -0.024], [-0.148, 0.105, 0.013], [-0.091, 0.178, 0.470], [0.045, 0.402, -0.017], [-0.275, 0.199, -0.180], [0.467, 0.212, 0.509], [-1.299, -0.159, -0.149], [-0.428, 0.149, -0.643], [0.181, -0.244, 0.466], [-0.115, 0.335, -0.771], [0.025, -0.031, 0.049], [0.103, 0.027, -0.069], [-0.035, 0.055, -0.010], [0.638, -0.058, -0.156], [0.100, 0.074, 0.029], [0.305, 0.108, 0.433], [0.160, -0.389, 0.218], [0.763, 0.412, 0.889], [-0.681, 0.163, -0.261], [0.344, 0.109, -0.122], [-0.029, 0.039, 0.232], [0.090, -0.070, -0.155], [-0.544, -0.155, -0.085], [-0.105, 0.032, -0.441], [0.073, -0.102, 0.057], [0.003, 0.032, -0.024], [0.325, -0.312, 0.071], [-0.159, -0.010, 0.057], [-0.095, -0.046, -0.020], [0.282, -0.063, -0.021], [-0.066, -0.436, 0.667], [-0.534, 0.005, 0.089], [0.277, 0.334, -0.229], [-0.099, -0.057, 0.003], [0.072, 0.002, 0.000], [0.008, 0.000, 0.022], [0.031, -0.095, 0.039], [-0.367, 0.085, -0.108], [0.162, 0.166, -0.549], [0.261, 0.209, -0.015], [0.114, -0.137, -0.024], [0.339, 0.251, -1.066], [-0.321, -0.479, 1.237], [-0.064, 0.188, -0.848], [-0.358, 0.241, 0.385], [0.220, -0.163, 0.001], [0.089, 0.357, 0.688], [-0.015, -0.319, -0.196], [-0.018, 0.117, -0.076], [-0.050, -0.060, -0.120], [0.051, -0.191, -0.223], [0.162, 0.044, 0.235], [-0.105, -0.096, 0.107], [-0.365, 0.610, 0.148], [0.555, -0.788, -0.625], [-0.005, 0.001, -0.074], [-0.159, 0.115, -0.012], [0.298, -0.004, 0.058], [-0.014, 0.001, 0.041], [0.063, -0.078, -0.016], [0.026, -0.143, 0.050], [-0.029, 0.027, 0.189], [0.023, 0.233, 0.071], [-0.423, -0.066, 0.182], [0.174, 0.164, -0.153], [1.092, -0.858, -0.234], [-0.755, 0.170, 1.148], [-0.329, 1.299, -0.594], [0.150, -0.151, 0.155], [0.280, -0.010, -0.090], [0.056, 0.138, -0.054], [-0.209, 0.156, -0.356], [-0.110, 0.291, 0.253], [0.154, 0.074, 0.084], [-0.054, -0.169, -0.345], [0.050, -0.155, -0.136], [-0.109, -0.525, 0.090], [-0.173, 0.119, 0.108], [0.368, 0.162, -0.938], [-0.650, -0.870, 0.334], [0.314, 0.124, -0.161], [-0.023, 0.127, 0.093], [0.387, -0.137, 0.215], [0.210, -0.099, -0.343], [-0.318, -0.057, 0.462], [-0.240, -0.062, 0.302], [-0.070, 0.093, 0.012], [0.015, 0.145, 0.177], [0.216, 0.285, -0.247]], "max_force_ev_per_a": 2.223, "orbital_gap_ev": [5.7, 3.8], "lumo_ev": [-9.08, -10.94], "homo_ev": [-14.769, -14.769], "relative_energy_kcal_mol": 13.9, "total_charge": 2, "multiplicity": 6, "total_energy_ha": -3570.3653}